C39H49InN10O25V as an isolated structure in a non-equilibrium geometry. Source: the Open Molecules 2025 dataset; level of theory: ωB97M-V/def2-TZVPD.

Element x y z (Å)
O: 0.012 -0.852 0.797
V: 0.430 -0.160 -0.580
O: -0.685 0.873 -1.029
In: 4.149 2.143 -1.255
O: 2.157 0.117 -2.379
C: 1.840 -0.922 -3.299
C: 1.144 -2.234 -2.636
O: 0.072 -2.111 -1.720
H: 2.742 -1.274 -3.798
H: 1.283 -0.503 -4.138
H: 1.923 -2.785 -2.110
H: 0.928 -2.921 -3.454
C: 0.019 2.910 1.795
C: 1.392 2.235 1.774
O: 1.712 1.535 0.543
H: -0.032 3.404 0.825
H: -0.135 3.657 2.574
H: -0.843 2.252 1.905
H: 1.500 1.578 2.637
H: 2.164 2.992 1.912
C: -3.371 1.703 2.914
N: -3.920 2.583 3.959
O: -4.875 2.197 4.628
O: -3.342 3.638 4.291
H: -4.124 0.946 2.697
H: -2.425 1.215 3.148
H: -3.178 2.362 2.067
C: -1.593 -2.250 4.946
N: -2.795 -1.589 5.696
O: -3.328 -2.265 6.554
O: -3.293 -0.586 5.157
H: -1.200 -1.553 4.206
H: -2.048 -3.178 4.601
H: -0.760 -2.417 5.629
C: 0.598 2.565 -5.010
N: 2.025 2.332 -4.617
O: 2.453 2.978 -3.655
O: 2.751 1.645 -5.333
H: 0.551 2.552 -6.099
H: 0.185 3.488 -4.603
H: 0.038 1.670 -4.738
C: 0.840 -4.647 0.446
N: 2.057 -5.426 0.136
O: 1.870 -6.240 -0.725
O: 2.956 -5.431 0.951
H: 1.154 -3.651 0.756
H: 0.245 -5.118 1.230
H: 0.234 -4.482 -0.445
C: -2.614 -2.258 0.190
N: -3.476 -2.238 1.475
O: -3.605 -3.348 2.022
O: -3.951 -1.240 1.831
H: -2.325 -1.270 -0.167
H: -3.101 -2.827 -0.602
H: -1.720 -2.704 0.627
C: 0.411 8.172 1.448
C: 1.329 7.156 1.715
C: 1.488 6.153 0.757
C: 0.475 6.058 -0.268
C: -0.476 7.042 -0.469
C: -0.475 8.166 0.377
N: 0.517 4.951 -1.251
O: -0.418 4.837 -2.007
O: 1.503 4.181 -1.290
H: 0.394 8.894 2.250
H: 2.045 7.216 2.522
H: 2.182 5.333 0.869
H: -1.046 7.017 -1.386
H: -1.049 9.050 0.142
C: 7.812 -3.854 1.757
C: 6.523 -4.199 2.163
C: 5.395 -3.632 1.550
C: 5.564 -2.673 0.588
C: 6.852 -2.254 0.159
C: 7.934 -2.878 0.776
N: 4.411 -1.905 0.058
O: 4.556 -0.989 -0.760
O: 3.322 -2.203 0.533
H: 8.669 -4.328 2.213
H: 6.510 -4.938 2.951
H: 4.433 -3.892 1.965
H: 6.973 -1.408 -0.503
H: 8.923 -2.542 0.502
C: 1.861 -1.960 3.484
C: 2.250 -3.306 3.681
C: 3.497 -3.569 4.331
C: 4.294 -2.515 4.783
C: 3.913 -1.192 4.561
C: 2.702 -0.931 3.858
N: 5.382 -2.853 5.722
O: 6.293 -2.055 5.742
O: 5.253 -3.888 6.447
H: 0.985 -1.743 2.890
H: 1.624 -4.144 3.412
H: 3.863 -4.558 4.561
H: 4.400 -0.301 4.928
H: 2.443 0.079 3.579
C: -2.597 -1.654 -4.736
C: -3.057 -2.012 -3.476
C: -4.405 -2.262 -3.228
C: -5.325 -2.065 -4.271
C: -4.824 -1.681 -5.519
C: -3.457 -1.491 -5.761
N: -6.717 -2.431 -4.148
O: -7.064 -3.148 -3.232
O: -7.506 -1.929 -4.963
H: -1.531 -1.494 -4.796
H: -2.348 -2.074 -2.664
H: -4.792 -2.569 -2.268
H: -5.472 -1.427 -6.344
H: -3.104 -1.155 -6.725
C: -4.642 2.285 -0.956
C: -5.582 1.828 -1.829
C: -5.372 1.737 -3.206
C: -4.115 2.073 -3.711
C: -3.062 2.548 -2.815
C: -3.398 2.595 -1.464
N: -3.882 2.055 -5.140
O: -4.836 1.818 -5.897
O: -2.779 2.377 -5.566
H: -4.913 2.605 0.039
H: -6.583 1.723 -1.438
H: -6.115 1.278 -3.841
H: -2.074 2.838 -3.141
H: -2.645 2.948 -0.774

- largest force on an atom (Eh/bohr) = 0.0896
- E_tot (eV) = -138144.243
- net charge = +1
- orbital gap (Ha) = 0.0995

Here are the Mulliken charges for atoms 1 to 99, given in e:
1 O -0.2277
2 V 1.2267
3 O -0.3247
4 In 1.0040
5 O -0.4945
6 C -0.3492
7 C -0.3947
8 O -0.2349
9 H 0.4342
10 H 0.2183
11 H 0.2561
12 H 0.4937
13 C -0.3829
14 C 0.0391
15 O -0.2540
16 H -0.3374
17 H 0.5924
18 H -0.1798
19 H -0.2032
20 H 0.4146
21 C -0.3835
22 N 0.9594
23 O -0.5359
24 O -0.6107
25 H 0.3847
26 H 0.2258
27 H 0.0895
28 C -0.5110
29 N 0.8242
30 O -0.5212
31 O -0.4783
32 H -0.0261
33 H 0.3079
34 H 0.3930
35 C -0.6441
36 N 0.9099
37 O -0.4899
38 O -0.5222
39 H 0.3873
40 H 0.2182
41 H 0.1887
42 C -0.7935
43 N 0.9381
44 O -0.5732
45 O -0.5032
46 H -0.0469
47 H 0.5592
48 H 0.3558
49 C -0.2523
50 N 0.9762
51 O -0.5858
52 O -0.5312
53 H -0.0349
54 H 0.2850
55 H -0.0039
56 C -0.4416
57 C -0.6933
58 C -0.2507
59 C 0.3988
60 C -0.4390
61 C -0.5960
62 N 0.9042
63 O -0.5644
64 O -0.4108
65 H 0.3710
66 H 0.4249
67 H 0.4262
68 H 0.4624
69 H 0.4094
70 C -0.7403
71 C -0.7488
72 C 0.2641
73 C 0.4167
74 C -0.7831
75 C -0.4561
76 N 1.1406
77 O -0.6707
78 O -0.5370
79 H 0.4443
80 H 0.4554
81 H 0.3552
82 H 0.4755
83 H 0.3714
84 C -0.2759
85 C -0.0788
86 C -0.9212
87 C 0.2694
88 C -0.8062
89 C -0.0652
90 N 0.9558
91 O -0.5709
92 O -0.5578
93 H 0.3745
94 H 0.5295
95 H 0.4325
96 H 0.4657
97 H 0.1692
98 C -0.3023
99 C 0.6739